[1]
The following is a DFT calculation (ωB97M-V with the def2-TZVPD basis set) of an isolated molecule of C22H23N3O4S in a non-equilibrium geometry.

Geometry (Å):
C1 2.8650 -0.2880 -0.3893
N1 2.1836 -0.9050 -1.5009
C2 1.3519 -2.0444 -1.1753
C3 2.2099 -3.2064 -0.7523
C4 2.2811 -3.5972 0.5772
C5 3.0983 -4.6503 0.9533
C6 3.8558 -5.3141 0.0042
C7 3.7968 -4.9209 -1.3232
C8 2.9779 -3.8719 -1.6995
S1 1.5627 0.1053 -2.6588
O1 1.2016 -0.7149 -3.7787
O2 2.5038 1.1684 -2.8539
C9 0.0411 0.8234 -2.0182
C10 0.0844 1.9656 -1.2462
C11 -1.0905 2.5904 -0.8574
C12 -2.3139 2.0653 -1.2645
O3 -3.5328 2.6242 -1.0023
C13 -3.5798 3.8866 -0.3673
C14 -3.1953 3.7950 1.1146
O4 -2.5608 4.6499 1.6896
N2 -3.6652 2.6686 1.6917
C15 -3.1347 2.1829 2.9521
C16 -1.9117 1.3594 2.6424
C17 -0.6520 1.9448 2.6110
C18 0.4206 1.1833 2.1781
N3 0.3095 -0.0760 1.7880
C19 -0.8875 -0.6356 1.8282
C20 -2.0270 0.0335 2.2418
C21 -2.3474 0.8838 -2.0096
C22 -1.1721 0.2698 -2.3873
H1 2.1786 -0.0916 0.4402
H2 3.3019 0.6374 -0.7550
H3 3.6609 -0.9502 -0.0457
H4 0.8093 -2.2901 -2.0902
H5 0.6391 -1.7841 -0.3800
H6 1.6983 -3.0716 1.3203
H7 3.1463 -4.9503 1.9900
H8 4.4937 -6.1348 0.2980
H9 4.3903 -5.4346 -2.0650
H10 2.9285 -3.5528 -2.7298
H11 1.0414 2.3836 -0.9788
H12 -1.0373 3.4866 -0.2600
H13 -2.9388 4.6203 -0.8665
H14 -4.6206 4.2134 -0.4496
H15 -4.0847 1.9822 1.0793
H16 -2.8753 3.0562 3.5536
H17 -3.9020 1.5937 3.4582
H18 -0.5191 2.9743 2.9033
H19 1.4184 1.6000 2.1372
H20 -0.9362 -1.6694 1.5102
H21 -2.9837 -0.4671 2.2505
H22 -3.3066 0.4896 -2.3061
H23 -1.1760 -0.6160 -3.0016

Values from the calculation:
Net charge: 0
SMILES: CN(Cc1ccccc1)S(=O)(=O)c1ccc(OCC(=O)NCc2ccncc2)cc1
Lowest unoccupied orbital energy: 0.46 eV
E: -46682.8063 eV
Highest occupied orbital energy: -9.001 eV
M: 425.5 g/mol
Energy relative to the best compared isomer or geometry (same formula, charge and spin): 1.9143 eV

[2]
The following is a DFT calculation (ωB97M-V with the def2-TZVPD basis set) of a structure of composition C22H23N3O6S in a non-equilibrium geometry.

Geometry (Å):
C1 -3.0159 -3.0713 -1.0373
C2 -4.0506 -2.5771 -0.3237
N1 -4.8723 -3.2883 0.2483
O1 -5.9071 -2.6600 0.8976
C3 -5.6840 -1.5102 0.5781
C4 -4.6415 -1.2982 -0.0117
C5 -4.0571 -0.0875 -0.3375
O2 -4.3734 1.1605 -0.3096
O3 -2.9587 -0.1581 -1.3856
C6 -2.1862 0.9163 -1.7998
H1 -2.8891 1.6433 -2.5466
H2 -1.3937 0.6903 -2.3231
C7 -1.8706 1.8598 -0.8756
O4 -2.0072 3.3012 -1.0029
N2 -1.4398 1.6189 0.3165
C8 -1.0813 0.2694 0.9327
H3 -1.6962 -0.3015 1.5628
C9 0.3526 0.3204 1.5410
N3 1.2228 1.6414 0.9453
S1 1.6664 1.4298 -0.4514
O5 1.9259 2.6880 -1.1604
O6 0.7532 0.5982 -1.2013
C10 3.2274 0.6583 -0.1578
C11 3.3495 -0.7090 -0.3967
C12 4.6212 -1.2446 -0.5012
C13 4.9424 -2.7384 -0.6182
C14 6.0549 -3.5494 -0.2951
C15 7.0823 -2.4890 0.3528
C16 6.7668 -1.3809 0.8486
C17 5.6699 -0.7296 0.4986
C18 5.4159 0.7708 0.7246
C19 4.1913 1.2434 0.3353
H4 4.0527 2.3393 0.7254
H5 6.1610 1.0747 1.2693
H6 7.5824 -0.8590 1.2613
H7 8.0174 -2.9409 0.6620
H8 6.2476 -4.3884 -0.7358
H9 4.0835 -3.2831 -0.8650
H10 2.6110 -1.2338 -1.0848
C20 0.3768 2.9215 1.4656
H11 0.8770 3.4396 0.7736
C21 -1.1771 2.7193 1.6414
H12 -1.4807 2.2913 2.4227
H13 -1.5741 3.4401 1.1504
H14 0.7689 3.1721 2.2754
H15 1.1317 -0.5713 1.1813
H16 0.3981 0.3189 2.5924
H17 -0.8221 -0.4662 -0.0458
C22 -6.5696 -0.2277 1.2359
H18 -6.3483 0.7368 1.1562
H19 -7.5811 -0.3804 0.9009
H20 -6.6146 -0.4171 2.3670
H21 -2.9467 -2.6322 -2.2390
H22 -3.0185 -4.2409 -1.0295
H23 -2.0098 -2.7890 -0.5842

Values from the calculation:
Net charge: 0
Lowest unoccupied orbital energy: -0.22 eV
E: -50757.0272 eV
Highest occupied orbital energy: -8.507 eV
M: 457.5 g/mol
Energy relative to the best compared isomer or geometry (same formula, charge and spin): 22.8390 eV

[3]
The following is a DFT calculation (ωB97M-V with the def2-TZVPD basis set) of an isolated molecule of C22H23N3S2.

Geometry (Å):
C1 3.6122 0.7992 -2.6259
S1 4.4821 0.0428 -1.2224
C2 3.4811 0.4561 0.1703
C3 4.0093 0.1696 1.4263
C4 3.2966 0.4923 2.5629
C5 2.0506 1.0883 2.4680
C6 1.5110 1.3453 1.2148
N1 0.2413 1.9570 1.1160
C7 -0.6237 1.7837 0.0612
S2 -1.2806 3.1289 -0.6499
N2 -0.9324 0.5181 -0.2963
C8 -1.9037 0.2750 -1.3542
C9 -3.2526 -0.1074 -0.8028
C10 -3.7339 -1.4029 -0.9345
C11 -4.9623 -1.7556 -0.4037
C12 -5.7355 -0.8254 0.2768
C13 -7.0743 -1.1947 0.8379
C14 -5.2482 0.4706 0.4088
C15 -4.0245 0.8272 -0.1222
C16 -0.6568 -0.6015 0.5843
C17 0.5756 -1.4046 0.2543
C18 1.0406 -1.5936 -1.0415
C19 2.1654 -2.3739 -1.2506
C20 2.7882 -2.9416 -0.1503
N3 2.3509 -2.7797 1.0859
C21 1.2787 -2.0367 1.2771
C22 2.2289 1.0385 0.0646
H1 2.6624 0.3002 -2.7936
H2 4.2609 0.6530 -3.4840
H3 3.4738 1.8608 -2.4450
H4 4.9795 -0.2962 1.4947
H5 3.7152 0.2772 3.5339
H6 1.4929 1.3511 3.3539
H7 0.2065 2.8994 1.4870
H8 -1.9834 1.1956 -1.9378
H9 -1.5308 -0.5273 -1.9971
H10 -3.1489 -2.1437 -1.4634
H11 -5.3219 -2.7682 -0.5194
H12 -7.2223 -0.7388 1.8147
H13 -7.1744 -2.2732 0.9320
H14 -7.8652 -0.8351 0.1790
H15 -5.8385 1.2089 0.9322
H16 -3.6640 1.8389 -0.0171
H17 -0.5776 -0.2374 1.6129
H18 -1.5266 -1.2696 0.5395
H19 0.5412 -1.1278 -1.8789
H20 2.5532 -2.5349 -2.2446
H21 3.6761 -3.5488 -0.2592
H22 0.9603 -1.9333 2.3068
H23 1.7942 1.2782 -0.8929

Values from the calculation:
Net charge: 0
SMILES: CSc1cccc(NC(=S)N(Cc2ccc(C)cc2)Cc2cccnc2)c1
Lowest unoccupied orbital energy: 0.60 eV
E: -49328.7255 eV
Highest occupied orbital energy: -8.107 eV
M: 393.6 g/mol
Energy relative to the best compared isomer or geometry (same formula, charge and spin): 0.0000 eV

[4]
The following is a DFT calculation (ωB97M-V with the def2-TZVPD basis set) of an isolated molecule of C22H23N5O5S in a non-equilibrium geometry.

Geometry (Å):
C1 -7.7934 -1.4399 -0.2781
C2 -7.1103 -0.6024 -1.3553
O1 -6.4671 0.5419 -0.8291
C3 -5.2803 0.4153 -0.1786
C4 -4.7822 1.5898 0.3888
C5 -3.5742 1.5903 1.0537
C6 -2.8340 0.4207 1.1810
C7 -1.4896 0.4083 1.8570
N1 -0.4001 0.1839 0.9203
C8 -0.2631 1.1007 -0.1943
C9 1.1252 1.6533 -0.2446
C10 1.9281 2.1650 0.7325
C11 3.1555 2.4959 0.1078
C12 3.0081 2.1638 -1.2012
O2 1.7847 1.6485 -1.4229
S1 -0.0132 -1.3958 0.5384
O3 -0.4168 -2.2324 1.6280
O4 -0.4416 -1.7383 -0.7892
C13 1.7698 -1.2385 0.5296
C14 2.4321 -1.0558 1.7257
C15 3.7914 -0.8012 1.6964
C16 4.4584 -0.7167 0.4821
N2 5.8229 -0.4034 0.4635
C17 6.4987 0.4939 1.2291
N3 7.7536 0.4722 0.8760
N4 7.8486 -0.4359 -0.0908
N5 6.7308 -0.9570 -0.3518
C18 3.7829 -0.9183 -0.7381
O5 4.5012 -0.7857 -1.8640
C19 3.8615 -0.9927 -3.1056
C20 2.4183 -1.1933 -0.6862
C21 -3.3302 -0.7455 0.6159
C22 -4.5382 -0.7569 -0.0573
H1 -7.0673 -1.8266 0.4327
H2 -8.3158 -2.2737 -0.7391
H3 -8.5111 -0.8285 0.2631
H4 -6.4062 -1.2104 -1.9361
H5 -7.8603 -0.1973 -2.0408
H6 -5.3639 2.4924 0.2884
H7 -3.2076 2.5098 1.4889
H8 -1.3024 1.3534 2.3758
H9 -1.4282 -0.4140 2.5719
H10 -0.9958 1.9055 -0.0838
H11 -0.4712 0.5762 -1.1337
H12 1.6744 2.2881 1.7646
H13 4.0187 2.9307 0.5683
H14 3.6691 2.2476 -2.0407
H15 1.8836 -1.1169 2.6499
H16 4.3431 -0.6638 2.6138
H17 6.0559 1.1157 1.9763
H18 4.6365 -0.8439 -3.8550
H19 3.0522 -0.2737 -3.2617
H20 3.4684 -2.0095 -3.1845
H21 1.8309 -1.3532 -1.5747
H22 -2.7576 -1.6567 0.7017
H23 -4.8827 -1.6850 -0.4841

Values from the calculation:
Net charge: 0
SMILES: CCOc1ccc(CN(Cc2ccco2)S(=O)(=O)c2ccc(-n3cnnn3)c(OC)c2)cc1
Lowest unoccupied orbital energy: 0.07 eV
E: -51707.3424 eV
Highest occupied orbital energy: -8.538 eV
M: 469.5 g/mol
Energy relative to the best compared isomer or geometry (same formula, charge and spin): 2.6011 eV

[5]
The following is a DFT calculation (ωB97M-V with the def2-TZVPD basis set) of a structure of composition C22H23N8PdSSe.

Geometry (Å):
Pd1 0.1473 -0.2555 -0.5534
S1 5.6250 -1.3651 3.9976
N1 5.6160 -1.5219 2.3882
C1 4.3510 -1.6250 2.0216
C2 3.8682 -1.7802 0.6486
C3 4.7176 -1.7465 -0.4534
C4 4.1655 -1.8658 -1.7099
C5 2.7818 -1.9997 -1.8139
N2 1.9627 -2.0221 -0.7728
C6 2.4993 -1.9279 0.4470
C7 1.5408 -1.8881 1.5959
N3 0.2382 -1.9883 1.2947
C8 -0.6238 -1.8595 2.2970
C9 -0.2607 -1.6153 3.6201
C10 1.0770 -1.5210 3.9265
C11 1.9965 -1.6635 2.8915
C12 3.4399 -1.5615 3.1104
N4 4.0355 -1.4118 4.2806
H1 5.7819 -1.6163 -0.3069
H2 4.7755 -1.8422 -2.6027
H3 2.2971 -2.0589 -2.7828
H4 -1.6705 -1.9171 2.0237
H5 -1.0254 -1.4975 4.3758
H6 1.4247 -1.3235 4.9317
Se1 1.0271 1.5655 0.9139
C13 0.8139 3.2496 0.0583
C14 0.6012 4.4351 0.7742
C15 0.4459 5.6400 0.1113
N5 0.4793 5.7938 -1.2168
C16 0.6907 4.6627 -1.9003
C17 0.8619 3.4137 -1.3314
H7 0.5465 4.4114 1.8560
H8 0.2791 6.5452 0.6894
H9 0.7274 4.7549 -2.9828
H10 1.0355 2.5452 -1.9543
C18 -3.6106 -2.5092 -0.2510
N6 -3.7160 -1.2052 -0.8485
C19 -5.0573 -0.8375 -1.2381
C20 -2.6141 -0.6843 -1.5267
N7 -1.5290 -1.3356 -1.7724
N8 -2.7685 0.6258 -1.9453
C21 -3.0640 1.5936 -0.8826
C22 -1.6725 1.1149 -2.7766
H11 -4.3087 -2.5873 0.5860
H12 -2.6066 -2.6807 0.1301
H13 -3.8472 -3.3195 -0.9590
H14 -5.5287 -1.6280 -1.8386
H15 -5.0306 0.0737 -1.8295
H16 -5.6845 -0.6692 -0.3573
H17 -1.6323 -2.3218 -1.5637
H18 -3.3556 2.5351 -1.3494
H19 -2.1678 1.7498 -0.2673
H20 -3.8847 1.2514 -0.2560
H21 -0.7355 1.0610 -2.1970
H22 -1.8968 2.1402 -3.0688
H23 -1.5588 0.4897 -3.6608

Values from the calculation:
Net charge: -1
Lowest unoccupied orbital energy: 2.17 eV
E: -114771.0410 eV
Highest occupied orbital energy: -2.532 eV
M: 616.9 g/mol